No. 1
155
Properties=species:S:1:pos:R:3:mulliken_charge:R:1 method="wB97M-V/def2-TZVPD" spin_multiplicity=1 homo_energy_ev=-10.250 total_charge=0 homo_lumo_gap_ha=0.390 smiles="O=C1OC[C@@H](F)O1.O=C1OC[C@@H](F)O1.CCOC(=O)OC.CCOC(=O)OC.CCOC(=O)OC.CCOC(=O)OC.CCOC(=O)OC.CCOC(=O)OC.CCOC(=O)OC.CCOC(=O)OC.CCOC(=O)OC" max_force_ev_per_a=4.845 e_above_lowest_kcal_mol=0.0 energy_ha=-4329.7284
C 0.7157 -1.1091 5.8943 -0.422
C 0.2270 -1.0864 7.4051 -0.780
O -0.8323 -2.1170 7.5700 -0.382
C -0.4438 -3.3968 7.6247 0.886
O 0.6949 -3.8383 7.7039 -0.618
O -1.5716 -4.1625 7.5092 -0.320
C -1.5478 -5.5267 7.2631 -0.697
H -0.1509 -0.7870 5.3169 -0.005
H 1.1031 -2.0731 5.5646 0.576
H 1.5301 -0.3972 5.7604 0.173
H -0.1999 -0.1050 7.6117 0.326
H 1.0119 -1.4382 8.0746 0.384
H -2.3647 -6.1251 7.6667 0.282
H -0.5919 -5.8447 7.6793 0.379
H -1.3809 -5.7620 6.2120 0.213
C -7.1273 3.8313 -1.6569 -1.049
C -7.1982 2.3768 -1.0785 -0.308
O -6.3307 2.3292 -0.0230 -0.327
C -5.5913 1.2067 0.3219 0.748
O -5.7986 0.0482 -0.1497 -0.652
O -4.7369 1.5517 1.2990 -0.333
C -4.0158 0.5677 1.9565 -0.293
H -6.0751 4.0005 -1.8859 0.226
H -7.4077 4.5431 -0.8805 0.314
H -7.8163 3.8530 -2.5012 0.374
H -6.9820 1.7223 -1.9229 0.287
H -8.2013 2.1440 -0.7211 0.467
H -3.3129 -0.0057 1.3521 -0.059
H -4.6430 -0.2216 2.3709 0.209
H -3.4626 0.8891 2.8390 0.350
C 6.1486 -4.0781 -4.3300 -1.419
C 5.8202 -3.3840 -3.0021 0.245
O 5.2703 -2.1566 -3.3855 -0.317
C 5.2553 -1.1416 -2.5411 0.717
O 5.8659 -1.1414 -1.4752 -0.603
O 4.4588 -0.1246 -2.9159 -0.045
C 4.2387 0.9927 -2.1663 -0.278
H 5.2356 -4.2303 -4.9057 0.340
H 6.4922 -5.0953 -4.1420 0.435
H 7.0027 -3.6137 -4.8229 0.349
H 6.8078 -3.3369 -2.5432 0.282
H 5.1146 -4.0031 -2.4481 -0.053
H 3.3677 1.5483 -2.5139 -0.207
H 5.1102 1.6436 -2.0955 0.377
H 3.9593 0.7232 -1.1478 0.170
C -2.3729 -1.3400 -2.6014 -0.977
C -3.1758 -2.3635 -1.8029 0.622
O -2.7262 -3.7235 -2.0954 -0.423
C -1.7338 -4.3390 -1.3475 0.451
O -0.9836 -3.7623 -0.5049 -0.232
O -1.8737 -5.7065 -1.5413 -0.382
C -1.0514 -6.7058 -0.9555 -0.582
H -2.6518 -0.3006 -2.4287 -0.083
H -2.5119 -1.3538 -3.6825 0.575
H -1.2899 -1.4382 -2.5280 0.141
H -4.1893 -2.3374 -2.2034 0.393
H -3.0721 -2.0739 -0.7572 -0.315
H -0.9310 -6.7031 0.1278 0.245
H -0.0481 -6.5402 -1.3479 0.273
H -1.5226 -7.6499 -1.2290 0.255
C 2.6342 4.6875 -1.3288 -0.540
C 2.2695 5.2285 -0.0156 0.146
O 1.2813 6.2678 -0.1610 -0.338
C 1.4852 7.5328 -0.4730 0.693
O 0.5550 8.2276 -0.8604 -0.604
O 2.8078 7.9117 -0.3085 -0.288
C 3.1450 9.2614 -0.6873 -0.731
H 1.7996 4.1486 -1.7774 -0.009
H 3.4172 3.9810 -1.0534 0.163
H 2.9908 5.4248 -2.0480 0.487
H 3.1783 5.6758 0.3870 0.389
H 1.8430 4.5003 0.6743 -0.228
H 3.7975 9.7542 0.0335 0.252
H 2.2772 9.9207 -0.7101 0.329
H 3.6206 9.2220 -1.6673 0.271
C -2.1176 2.4800 -1.4425 -0.499
C -3.5430 2.7090 -1.9639 -0.452
O -3.5081 3.1273 -3.2924 -0.336
C -3.1714 2.4010 -4.3660 0.740
O -2.8452 1.2057 -4.4441 -0.561
O -3.1627 3.2429 -5.3451 -0.365
C -2.6612 2.8486 -6.6333 -0.618
H -1.5593 1.7287 -2.0010 -0.168
H -2.1053 2.0652 -0.4346 0.208
H -1.4781 3.3609 -1.4990 0.506
H -3.9269 3.4868 -1.3038 0.437
H -4.2702 1.9069 -1.8378 0.249
H -3.3978 2.2621 -7.1824 0.300
H -1.7900 2.1963 -6.5734 0.216
H -2.4883 3.6642 -7.3355 0.290
C 2.3978 -4.5113 -0.8705 -1.448
C 3.3095 -3.4525 -0.3773 0.494
O 3.1837 -3.2685 0.9742 -0.348
C 3.8359 -2.2117 1.5722 0.707
O 4.6083 -1.4209 0.9732 -0.574
O 3.4059 -2.1785 2.8682 -0.337
C 3.7810 -0.9835 3.5749 -0.524
H 1.3792 -4.3773 -0.5065 0.071
H 2.6330 -5.4470 -0.3632 0.468
H 2.4636 -4.8184 -1.9143 0.390
H 3.1348 -2.5215 -0.9167 -0.169
H 4.3375 -3.8057 -0.4582 0.540
H 4.8425 -0.7785 3.7142 0.472
H 3.4354 -1.1373 4.5971 0.207
H 3.2138 -0.1049 3.2676 0.078
C -5.4333 -3.9792 1.3465 -0.677
C -5.1601 -3.2846 2.7031 0.466
O -3.9895 -3.8733 3.3600 -0.431
C -2.7404 -3.3944 3.0668 0.588
O -2.4965 -2.4203 2.4141 -0.183
O -1.8980 -3.9968 3.8044 -0.412
C -0.4938 -3.7411 3.7549 -0.019
H -5.5417 -5.0523 1.5036 0.341
H -4.5586 -3.8185 0.7162 -0.145
H -6.3753 -3.5287 1.0339 0.403
H -6.0457 -3.5857 3.2627 0.325
H -4.9566 -2.2166 2.6264 -0.301
H -0.3493 -2.7302 4.1360 -0.317
H -0.1210 -4.0520 2.7790 0.323
H -0.0785 -4.3565 4.5530 0.213
C 0.5867 0.8476 -3.9734 -0.422
C 0.6262 2.3145 -4.4643 -0.318
O 1.8773 3.0109 -4.2668 -0.356
C 3.0005 2.8514 -4.9581 0.859
O 3.9448 3.5049 -4.6199 -0.608
O 2.8680 2.0540 -6.0216 -0.356
C 4.0064 1.4012 -6.5489 -0.670
H 0.8791 0.5550 -2.9650 -0.304
H 1.2941 0.2950 -4.5918 0.716
H -0.4347 0.4839 -4.0857 0.091
H -0.2105 2.9703 -4.2234 0.171
H 0.4603 2.2914 -5.5413 0.437
H 4.2594 0.5452 -5.9233 0.182
H 4.8560 2.0823 -6.4993 0.346
H 3.8983 1.0122 -7.5614 0.263
C 1.7087 3.3119 3.4076 0.142
C 2.0283 2.6767 4.7485 0.049
O 0.9091 1.7938 4.9269 -0.161
C -0.1673 2.2495 4.2919 0.563
O -1.2460 1.6687 4.3305 -0.530
O 0.2493 3.2728 3.4542 -0.350
F 1.9574 3.6115 5.7401 -0.349
H 2.1276 2.6939 2.6133 -0.165
H 2.1264 4.3130 3.3006 0.513
H 3.0012 2.1864 4.7805 0.352
C 0.1491 -0.9193 0.5759 1.266
C -0.1468 -0.0079 1.6550 -0.256
O 0.2572 1.1662 1.0443 -0.065
C 1.0906 0.9125 -0.0085 0.118
O 1.5681 1.8003 -0.6616 -0.143
O 1.2092 -0.4003 -0.1334 -0.002
F 0.5721 -0.2415 2.7001 0.011
H -0.7867 -1.0285 0.0277 -1.232
H 0.3421 -1.8743 1.0646 0.056
H -1.1753 -0.1197 1.9982 0.113

***

No. 2
44
Properties=species:S:1:pos:R:3:mulliken_charge:R:1 method="wB97M-V/def2-TZVPD" spin_multiplicity=1 homo_energy_ev="-10.591 / -10.591" total_charge=+1 homo_lumo_gap_ha="0.211 / 0.211" max_force_ev_per_a=2.169 energy_ha=-6275.4070
Au -0.3201 0.9607 -0.1149 0.589
C 1.2924 3.8370 1.0438 -0.857
Se 0.9883 2.9710 -0.6667 0.063
C -0.4472 4.1144 -1.3634 -0.816
C -1.6609 4.3073 -0.4706 -0.748
Se -2.6649 2.6490 -0.2129 0.081
C -2.9778 2.7782 1.7007 -0.884
H 1.6630 4.8409 0.8561 0.366
H 2.0491 3.2592 1.5666 0.351
H 0.3760 3.8555 1.6235 0.220
H -0.7143 3.6445 -2.3099 0.445
H 0.0505 5.0607 -1.5745 0.476
H -2.3178 5.0382 -0.9381 0.428
H -1.3709 4.6917 0.5063 0.342
H -3.6751 3.5816 1.9165 0.359
H -2.0466 2.9238 2.2443 0.288
H -3.4144 1.8232 1.9864 0.295
N 2.0950 -0.4700 -0.5798 -0.135
C 2.0418 -1.7314 -0.8496 -0.303
C 0.0357 -3.3943 0.8143 0.907
O 0.0651 -4.4705 0.3970 -0.397
O 0.0468 -2.3237 1.2733 -0.407
H 2.2360 0.1910 -1.3398 0.321
H 2.4953 -0.1594 0.3011 0.270
H 2.1478 -2.4486 -0.0463 0.396
H 1.7666 -2.0530 -1.8503 0.233
C -5.8512 -5.6466 0.8329 -1.409
C -4.9408 -4.5347 0.3822 0.912
C -3.7146 -4.8056 -0.2089 -0.762
C -2.8796 -3.7772 -0.6319 -0.516
C -3.2839 -2.4662 -0.4592 -0.052
C -4.5163 -2.1684 0.1176 -0.650
C -5.3299 -3.2023 0.5362 -0.714
S -2.2602 -1.1301 -0.9600 1.548
O -1.0270 -1.6882 -1.5123 -0.678
O -3.0201 -0.2762 -1.8293 -0.660
O -1.9276 -0.4301 0.3447 -0.777
H -5.3601 -6.6155 0.7598 0.354
H -6.7524 -5.6765 0.2177 0.323
H -6.1659 -5.4980 1.8664 0.348
H -3.4049 -5.8344 -0.3502 0.338
H -1.9364 -3.9928 -1.1152 0.677
H -4.8279 -1.1375 0.2224 0.450
H -6.2893 -2.9772 0.9876 0.384

***

No. 3
20
Properties=species:S:1:pos:R:3:mulliken_charge:R:1 method="wB97M-V/def2-TZVPD" spin_multiplicity=1 homo_energy_ev=-9.024 total_charge=0 homo_lumo_gap_ha=0.369 smiles=CCN(C)CCO max_force_ev_per_a=1.853 e_above_lowest_kcal_mol=31.8 energy_ha=-328.2682
C -1.7195 -0.7873 1.6969 -1.198
C -0.5573 0.1646 1.4190 -0.553
N -0.0594 -0.0449 0.0508 0.045
C -0.9453 0.4138 -1.0030 -1.072
C 1.2445 0.5647 -0.1317 -0.589
C 1.9316 0.0185 -1.4252 -0.511
O 1.5640 -1.3452 -1.6109 -0.557
H -1.2869 -1.7903 1.6814 0.280
H -2.5463 -0.7248 1.0026 0.335
H -2.0531 -0.6137 2.7230 0.389
H 0.2872 0.0561 2.0923 0.390
H -0.8797 1.2191 1.4571 0.327
H -1.7943 -0.2541 -1.1004 0.280
H -1.3265 1.4281 -0.7790 0.370
H -0.4415 0.5282 -1.9558 0.296
H 1.1711 1.6561 -0.2304 0.324
H 1.9766 0.3237 0.6379 0.455
H 3.0066 0.1332 -1.3339 0.335
H 1.5178 0.5543 -2.2817 0.258
H 0.9103 -1.5003 -0.9090 0.396

***

No. 4
15
Properties=species:S:1:pos:R:3:mulliken_charge:R:1 method="wB97M-V/def2-TZVPD" spin_multiplicity=1 homo_energy_ev=-9.653 total_charge=0 homo_lumo_gap_ha=0.384 smiles="OC1CC1.C=C=O" max_force_ev_per_a=1.086 e_above_lowest_kcal_mol=54.6 energy_ha=-345.7180
C 2.5409 1.0408 -0.6377 -0.937
C 2.3036 -0.0190 0.0955 0.889
O 2.1081 -0.9673 0.7538 -0.448
C -0.9745 -0.8966 0.0812 0.073
O -0.7278 -1.4769 1.3224 -0.528
C -2.2786 -0.1914 -0.0500 -0.659
C -0.9962 0.6070 -0.0320 -0.509
H -0.6125 -1.4623 -0.7801 0.313
H 1.8091 1.3612 -1.3681 0.233
H 3.4704 1.5783 -0.5039 0.264
H 0.2267 -1.4331 1.4758 0.372
H -2.8917 -0.1658 0.8456 0.240
H -2.8291 -0.2723 -0.9826 0.233
H -0.6716 1.0757 -0.9587 0.228
H -0.7755 1.1749 0.8679 0.236